DFT (the ωB97M-V functional and the def2-TZVPD basis) results for C6H10O as an isolated structure at a distorted geometry.

Output
- HOMO-LUMO gap (eV) = 10.538
- M (g mol⁻¹) = 98.145
- charge = 0
- DFT total energy (hartree) = -309.78187
- F_max (eV/Å) = 1.4
- ΔE to the lowest compared entry with this formula, charge and spin (kcal/mol) = 38.0

Each line ends with the natural charge from an NBO analysis.
Geometry (Å):
O: -0.439 1.223 0.642  -0.53
C: -0.074 0.807 -1.617  -0.41
C: -0.217 -0.201 0.546  0.25
C: 1.249 0.011 0.113  -0.44
C: 0.604 1.317 -0.347  0.07
C: -0.611 -0.923 1.812  -0.63
C: -0.690 -0.594 -0.879  -0.43
H: -0.191 -0.387 2.673  0.23
H: -1.699 -0.937 1.926  0.22
H: 2.051 0.035 0.847  0.22
H: -0.309 -1.640 -0.997  0.21
H: 0.647 0.761 -2.455  0.21
H: 1.141 2.268 -0.302  0.20
H: 1.409 -0.630 -0.760  0.20
H: -1.750 -0.643 -1.110  0.21
H: -0.883 1.485 -1.932  0.22
H: -0.237 -1.952 1.840  0.22

DFT (the ωB97M-V functional and the def2-TZVPD basis) results for a 3-piece molecular cluster, C2H9N3O overall at a distorted geometry.

Output
- HOMO-LUMO gap (alpha / beta) (eV) = 7.432 / 8.008
- M (g mol⁻¹) = 91.114
- charge = 0
- DFT total energy (hartree) = -320.89726
- F_max (eV/Å) = 1.6
- ΔE to the lowest compared entry with this formula, charge and spin (kcal/mol) = 147.1

Each line ends with the natural charge from an NBO analysis.
Geometry (Å):
O: 0.162 1.868 0.889  -0.73
N: -0.536 -0.384 -1.824  -0.56
N: -1.503 -0.986 0.414  -0.70
N: 0.273 0.560 -1.391  -0.45
C: 1.045 0.846 0.645  -0.07
C: -0.364 -1.126 1.036  -0.02
H: 1.399 0.421 1.581  0.15
H: 1.170 0.503 -1.883  0.33
H: -0.058 -1.201 -2.221  0.31
H: 1.933 1.135 0.082  0.13
H: -0.238 -0.821 2.069  0.18
H: -2.108 -0.300 0.866  0.36
H: -1.253 -0.711 -0.938  0.39
H: 0.348 -1.842 0.637  0.17
H: -0.270 2.039 0.035  0.49

DFT (the ωB97M-V functional and the def2-TZVPD basis) results for C32H27N4O6SeTb as an isolated structure at a distorted geometry.

Output
- HOMO-LUMO gap (alpha / beta) (eV) = 6.231 / 6.260
- M (g mol⁻¹) = 801.475
- charge = 0
- DFT total energy (hartree) = -5131.75312
- F_max (eV/Å) = 3.0
- 2S+1 = 7
- ΔE to the lowest compared entry with this formula, charge and spin (kcal/mol) = 48.1

Each line ends with the Löwdin spin population.
Geometry (Å):
Tb: 0.114 0.892 0.700  6.07
Se: 0.987 2.736 -1.380  0.00
O: 0.743 2.948 0.318  -0.01
O: -0.472 2.873 -2.208  0.00
O: -7.003 4.211 -0.219  0.00
O: 2.215 3.689 -1.892  0.00
O: 1.296 1.042 -1.219  -0.01
O: -5.433 5.563 0.482  0.00
N: -0.557 -1.040 2.236  0.00
N: -5.856 4.431 0.201  0.00
N: -1.844 2.183 1.783  0.00
N: -1.976 0.625 -0.516  0.00
C: 2.641 -1.263 -3.970  0.00
C: 1.446 -4.577 -2.404  0.00
C: 4.017 -0.654 3.758  0.00
C: -3.822 4.080 2.231  0.00
C: -3.032 1.408 -0.249  0.00
C: 1.790 0.313 2.349  -0.04
C: -4.210 1.427 -1.040  0.00
C: -2.755 3.996 3.051  0.00
C: 3.530 -0.767 -2.963  0.00
C: -3.141 -0.269 -2.459  0.00
C: -2.889 2.358 0.859  0.00
C: -1.992 -2.916 2.676  0.00
C: -1.784 3.041 2.791  0.00
C: 3.858 -1.560 -1.901  0.00
C: -5.330 2.237 -0.674  0.00
C: 1.691 -0.889 3.099  0.00
C: -4.241 0.553 -2.197  0.00
C: 3.071 -2.686 -1.632  0.00
C: 3.030 0.948 2.252  -0.01
C: 2.156 -0.461 -5.128  0.00
C: 2.062 -2.513 -3.820  0.00
C: 4.938 -1.146 -0.952  0.00
C: -3.877 3.330 1.053  0.00
C: 2.253 -3.274 -2.604  0.00
C: 2.765 -1.302 3.849  0.00
C: -0.928 -3.543 3.363  0.00
C: 0.404 -1.609 3.024  0.00
C: -5.028 3.255 0.235  0.00
C: 0.256 -2.846 3.631  0.00
C: -1.719 -1.686 2.089  0.00
C: -1.969 -0.071 -1.684  0.00
C: 4.135 0.437 2.932  0.00
H: 1.678 0.471 -4.717  0.00
H: -6.282 2.161 -1.176  0.00
H: -0.882 2.944 3.407  0.00
H: -1.078 -4.547 3.727  0.00
H: -2.975 -3.477 2.560  0.00
H: 4.482 -0.714 -0.068  0.00
H: -3.134 -0.931 -3.329  0.00
H: -2.394 -1.226 1.390  0.00
H: 0.898 -4.761 -3.362  0.00
H: 4.757 -0.923 4.495  0.00
H: 3.145 1.722 1.507  0.00
H: 0.715 -4.485 -1.560  0.00
H: 1.404 -2.903 -4.590  0.00
H: -4.613 4.836 2.452  0.00
H: 5.068 0.960 2.864  0.00
H: 4.035 0.172 -3.059  0.00
H: 3.110 -3.274 -0.696  0.00
H: 5.570 -1.957 -0.657  0.00
H: 2.187 -5.367 -2.221  0.00
H: 1.407 -0.996 -5.696  0.00
H: 2.603 -2.152 4.549  0.00
H: 5.545 -0.285 -1.446  0.00
H: -5.110 0.456 -2.864  0.00
H: 2.988 -0.146 -5.758  0.00
H: -0.985 -0.474 -1.943  0.00
H: 0.988 -3.247 4.372  0.00
H: -2.668 4.643 3.966  0.00

DFT (the ωB97M-V functional and the def2-TZVPD basis) results for C27H40N2P2STc as an isolated structure at a distorted geometry.

Output
- HOMO-LUMO gap (alpha / beta) (eV) = 5.828 / 6.400
- M (g mol⁻¹) = 584.646
- charge = +2
- DFT total energy (hartree) = -2323.52244
- F_max (eV/Å) = 1.6
- 2S+1 = 2

Each line ends with the Löwdin spin population.
Geometry (Å):
Tc: -0.066 0.009 -1.394  1.08
S: 0.363 4.513 -2.135  0.22
P: -2.437 -0.057 -1.016  0.02
P: 2.311 -0.464 -1.043  0.03
N: 0.152 1.782 -1.889  0.08
N: -0.026 0.233 0.474  -0.26
C: 3.021 -0.397 -3.685  0.00
C: -3.647 -2.647 -0.735  0.00
C: -3.475 2.467 -1.206  0.00
C: -2.129 -0.389 3.498  0.01
C: 1.156 0.811 1.045  -0.01
C: 4.761 2.566 2.616  -0.01
C: -2.613 -1.807 -1.468  0.00
C: 1.906 -2.862 0.359  0.00
C: 2.241 2.293 2.597  0.01
C: -3.655 1.042 -1.738  0.01
C: 3.488 1.985 2.057  -0.06
C: 0.251 2.993 -1.983  0.08
C: -3.415 -0.350 2.966  -0.05
C: 3.653 1.647 -2.362  0.00
C: 4.266 -2.090 0.086  0.00
C: -1.167 0.025 1.337  -0.01
C: -1.205 -2.359 -1.221  0.01
C: -2.439 -0.018 0.770  -0.03
C: -5.104 0.561 -1.613  0.00
C: 1.081 1.717 2.109  -0.05
C: 2.386 0.550 0.436  -0.04
C: -4.632 -0.562 3.831  -0.01
C: 3.470 0.130 -2.321  0.01
C: 2.880 -2.136 -0.561  -0.01
C: 3.531 1.117 0.964  0.00
C: -1.009 -0.209 2.702  -0.04
C: -3.546 -0.179 1.587  0.00
H: -5.737 1.206 -2.224  0.00
H: 2.708 2.165 -2.566  0.00
H: -4.097 3.143 -1.795  0.00
H: -5.257 -0.457 -1.967  0.00
H: 5.072 2.019 3.508  0.00
H: -3.623 -3.675 -1.107  0.00
H: 4.497 0.897 0.521  0.00
H: 0.982 -3.118 -0.139  0.00
H: 4.216 -1.624 1.073  0.00
H: 4.414 -0.359 -2.066  0.00
H: -4.659 -2.272 -0.872  0.00
H: -3.364 1.019 -2.794  0.00
H: 4.621 -3.112 0.230  0.00
H: 4.334 1.895 -3.178  0.00
H: 2.173 3.010 3.408  0.00
H: -3.802 2.544 -0.167  0.00
H: 3.763 -0.116 -4.433  0.00
H: -2.444 2.820 -1.259  0.00
H: -5.501 -0.037 3.437  0.00
H: -4.543 -0.209 1.158  0.00
H: -3.436 -2.678 0.336  0.00
H: -4.465 -0.218 4.850  0.00
H: 2.353 -3.794 0.709  0.00
H: -0.382 -1.881 -1.858  0.01
H: -0.023 -0.274 3.137  0.00
H: 2.075 0.052 -3.990  0.00
H: 4.634 3.609 2.902  0.00
H: -4.875 -1.626 3.875  0.00
H: 5.019 -1.567 -0.503  0.00
H: 2.919 -1.484 -3.723  0.00
H: -2.825 -1.794 -2.542  0.00
H: 1.676 -2.269 1.250  0.00
H: 0.124 2.014 2.515  0.00
H: 5.567 2.503 1.887  0.00
H: -0.955 -2.310 -0.163  0.00
H: 2.937 -2.668 -1.515  0.00
H: 4.077 2.052 -1.446  0.00
H: -5.467 0.643 -0.586  0.00
H: -1.999 -0.565 4.560  0.00
H: -1.065 -3.399 -1.525  0.00

DFT (the ωB97M-V functional and the def2-TZVPD basis) results for one molecule with the formula C5H7NO at a distorted geometry.

Output
- HOMO-LUMO gap (alpha / beta) (eV) = 8.351 / 8.352
- M (g mol⁻¹) = 97.117
- charge = 0
- DFT total energy (hartree) = -324.50282
- F_max (eV/Å) = 1.8
- ΔE to the lowest compared entry with this formula, charge and spin (kcal/mol) = 139.1

Each line ends with the natural charge from an NBO analysis.
Geometry (Å):
O: 1.909 1.656 0.600  -0.55
N: 0.891 0.927 -0.055  -0.17
C: -1.168 -0.775 0.352  -0.53
C: -1.326 0.577 -0.330  -0.32
C: 0.169 -0.932 -0.149  0.27
C: -0.307 1.491 -0.145  -0.01
C: 1.069 -1.765 -0.601  -0.48
H: 1.559 1.975 1.446  0.45
H: 1.988 -1.419 -1.056  0.23
H: 0.973 -2.831 -0.423  0.22
H: -0.422 2.571 -0.084  0.21
H: -2.198 0.774 -0.937  0.22
H: -1.873 -1.501 -0.058  0.25
H: -1.265 -0.749 1.440  0.22

DFT (the ωB97M-V functional and the def2-TZVPD basis) results for C8H16N2 as an isolated structure at a distorted geometry.

Output
- HOMO-LUMO gap (eV) = 8.198
- M (g mol⁻¹) = 140.230
- charge = 0
- DFT total energy (hartree) = -423.69403
- F_max (eV/Å) = 7.7
- ΔE to the lowest compared entry with this formula, charge and spin (kcal/mol) = 154.1

Each line ends with the natural charge from an NBO analysis.
Geometry (Å):
N: -0.843 -1.020 -0.751  -0.44
N: -0.898 0.485 -2.432  -0.41
C: 0.081 1.610 -3.092  -0.43
C: 0.178 -0.036 3.252  -0.65
C: 1.099 0.153 1.936  -0.40
C: -1.361 1.138 -1.120  -0.12
C: 0.935 -0.945 0.998  -0.45
C: -0.299 -1.710 0.460  -0.20
C: -0.100 -0.626 -1.936  -0.06
C: -1.416 0.145 -0.208  -0.07
H: 0.925 1.347 1.523  0.17
H: 0.739 0.606 4.292  0.23
H: -2.000 0.105 0.654  0.21
H: 1.638 -0.800 0.023  0.20
H: -0.721 2.212 -3.521  0.21
H: 0.072 -1.216 3.608  0.21
H: 0.251 -1.352 -2.765  0.20
H: -0.923 0.427 2.840  0.22
H: 0.886 -0.266 -1.727  0.13
H: 0.380 1.059 -3.881  0.19
H: -0.076 -2.752 0.233  0.21
H: 1.450 -1.536 1.746  0.22
H: 2.059 0.425 2.170  0.21
H: -1.717 2.193 -1.079  0.22
H: -1.145 -1.694 1.233  0.20
H: 0.806 2.047 -2.458  0.19